{
  "formula": "C13H14N2O4S",
  "method": "wB97M-V/def2-TZVPD",
  "symbols": ["C", "C", "H", "H", "O", "C", "O", "C", "C", "C", "C", "C", "C", "N", "C", "N", "C", "O", "C", "H", "H", "S", "C", "O", "H", "H", "H", "H", "H", "H", "H", "H", "H", "H"],
  "positions_angstrom": [[-1.1402, -3.6554, -0.7329], [-0.4961, -3.0862, 0.5207], [-0.0004, -3.8735, 1.0975], [-1.2404, -2.5846, 1.1468], [0.5282, -2.1487, 0.1769], [0.3517, -0.8655, 0.4807], [-0.6379, -0.4203, 1.0224], [1.5680, -0.0602, 0.2068], [2.7632, -0.5809, 0.7090], [3.9189, 0.1684, 0.7397], [3.8876, 1.4777, 0.2786], [2.7303, 1.9933, -0.2579], [1.5549, 1.2331, -0.3386], [0.5098, 1.7967, -1.0372], [-0.6652, 1.1795, -1.5144], [-1.8101, 1.2282, -0.5827], [-2.0001, 2.2633, 0.2896], [-1.3897, 3.3018, 0.2655], [-3.0919, 1.9364, 1.2815], [-3.8533, 2.7155, 1.3014], [-2.6523, 1.8418, 2.2757], [-3.8128, 0.3543, 0.7926], [-2.6353, 0.1253, -0.4973], [-2.5956, -0.8170, -1.2351], [-0.4916, 0.1181, -1.7234], [-0.9807, 1.6798, -2.4399], [0.5048, 2.8058, -1.0533], [2.7146, 3.0043, -0.6381], [4.7751, 2.0907, 0.3259], [4.8292, -0.2510, 1.1381], [2.7565, -1.5845, 1.1060], [-1.8403, -4.4376, -0.4540], [-1.6795, -2.8750, -1.2634], [-0.3795, -4.0737, -1.3873]],
  "atomic_forces_ev_per_a": [[0.27, 0.30, 0.16], [-0.57, -0.33, 0.19], [-0.05, 0.15, -0.04], [0.16, -0.13, -0.06], [0.24, -0.06, -0.28], [-0.16, 0.26, 0.36], [0.37, -0.24, 0.03], [0.13, 0.09, -0.02], [0.06, 0.10, -0.10], [0.08, -0.11, 0.09], [-0.11, 0.00, 0.00], [0.00, -0.01, 0.11], [0.18, -0.29, -0.03], [0.02, 0.43, 0.04], [-0.23, -0.05, -0.19], [0.31, 0.05, -0.54], [-0.31, -0.14, 0.02], [0.06, 0.31, 0.04], [-0.20, -0.21, 0.28], [0.15, 0.03, -0.07], [0.06, 0.09, -0.08], [-0.24, -0.06, 0.11], [-0.40, 0.49, 0.26], [0.04, -0.30, -0.23], [-0.08, 0.23, -0.06], [0.13, -0.19, 0.16], [-0.02, -0.18, 0.01], [0.01, 0.09, -0.11], [0.07, 0.07, -0.02], [0.07, -0.04, 0.05], [0.00, -0.08, 0.02], [-0.08, -0.12, 0.02], [-0.02, -0.04, -0.03], [0.04, -0.11, -0.07]],
  "smiles": "CCOC(=O)c1ccccc1NCN1C(=O)CSC1=O",
  "e_lumo_ev": 0.6710,
  "e_above_lowest_kcal_mol": 0.00,
  "spin_multiplicity": 1,
  "homo_lumo_gap_ev": 8.912
}